{"formula": "C31H26Br2MnPTe", "method": "wB97M-V/def2-TZVPD", "e_lumo_ev": [-4.51, -3.34], "charge": 1, "e_above_lowest_kj_mol": 62.5, "multiplicity": 6, "s_squared": 9.0237, "gap_ha": [0.23907, 0.29264], "total_energy_ev": -220548.49355, "symbols": ["Mn", "Br", "C", "Br", "H", "H", "C", "C", "C", "C", "C", "C", "P", "C", "C", "C", "C", "C", "C", "C", "C", "C", "C", "C", "C", "H", "H", "H", "H", "H", "H", "H", "H", "H", "H", "H", "H", "H", "H", "Te", "C", "C", "C", "C", "C", "C", "C", "C", "C", "C", "C", "C", "H", "H", "H", "H", "H", "H", "H", "H", "H", "H"], "xyz": [[0.36827, -0.00733, 0.17231], [2.66841, -0.44430, 0.18742], [2.47709, 2.87699, -0.28110], [0.61615, 2.65919, -0.29878], [2.99100, 2.64441, -1.19618], [2.92154, 3.07297, 0.67843], [-6.29861, -1.70516, 0.66923], [-6.06797, -1.02962, -0.51941], [-4.80626, -0.52206, -0.80183], [-3.77612, -0.69763, 0.11622], [-4.00857, -1.37267, 1.31283], [-5.26876, -1.87873, 1.58554], [-2.09675, -0.16685, -0.29197], [-2.20647, 1.02251, -1.65821], [-1.54818, 0.81073, -2.86516], [-1.51798, 1.81466, -3.82614], [-2.14158, 3.02852, -3.58437], [-2.79758, 3.24484, -2.37680], [-2.82490, 2.25152, -1.41247], [-1.35509, -1.68751, -0.94906], [-1.97058, -2.72648, -1.65530], [-1.24333, -3.87204, -1.91511], [0.07495, -4.00262, -1.46745], [0.69847, -2.98334, -0.76326], [-0.04503, -1.83719, -0.52457], [-7.28345, -2.09841, 0.88369], [-6.86915, -0.89303, -1.23347], [-4.63163, 0.00726, -1.72975], [-3.20478, -1.52352, 2.02468], [-5.44612, -2.40587, 2.51345], [-1.06480, -0.13757, -3.06749], [-1.01012, 1.64058, -4.76548], [-2.12050, 3.80688, -4.33553], [-3.28229, 4.19334, -2.18588], [-3.32427, 2.43698, -0.46678], [-3.00498, -2.64388, -1.96751], [-1.70366, -4.68569, -2.45993], [0.62020, -4.91366, -1.67865], [1.71787, -3.07656, -0.42171], [0.38561, 0.98190, 3.06377], [-0.17852, 0.03347, 4.83168], [-1.07008, -1.03616, 4.81196], [-1.47314, -1.61517, 6.00571], [-0.98089, -1.13234, 7.21086], [-0.08314, -0.07612, 7.22548], [0.32510, 0.51211, 6.03489], [-1.29584, 2.22910, 2.87293], [-1.17003, 3.61031, 2.96737], [-2.28801, 4.42067, 2.80872], [-3.53213, 3.85622, 2.56675], [-3.66444, 2.47568, 2.48551], [-2.54684, 1.66739, 2.63368], [-1.44252, -1.42234, 3.87136], [-2.16566, -2.44676, 5.99505], [-1.29511, -1.58643, 8.14140], [0.30363, 0.29406, 8.16573], [1.02647, 1.33594, 6.05137], [-0.20433, 4.05922, 3.16370], [-2.18593, 5.49548, 2.88260], [-4.40157, 4.49096, 2.45458], [-4.63460, 2.02653, 2.31012], [-2.65487, 0.59241, 2.58117]], "mulliken_spin": [4.456, -0.005, 0.879, 0.077, 0.022, 0.021, 0.000, 0.000, -0.001, -0.012, 0.005, 0.000, -0.078, 0.002, 0.002, 0.004, 0.001, 0.003, -0.002, -0.040, -0.026, 0.040, -0.025, 0.055, -0.410, 0.000, 0.000, -0.001, -0.002, 0.000, -0.007, 0.000, 0.000, 0.000, -0.002, -0.003, 0.002, -0.002, -0.006, 0.053, 0.014, -0.001, -0.001, 0.000, 0.001, -0.004, 0.002, 0.001, 0.001, 0.000, 0.001, -0.006, -0.004, 0.000, 0.000, 0.000, -0.001, 0.000, 0.000, 0.000, 0.000, -0.001]}

=====

{"formula": "C31H26BrF3N4O4RuS2", "method": "wB97M-V/def2-TZVPD", "e_lumo_ev": [-4.18, -4.27], "charge": 1, "e_above_lowest_kj_mol": 223.1, "multiplicity": 2, "s_squared": 0.7584, "gap_ha": [0.24920, 0.25984], "total_energy_ev": -149162.39192, "symbols": ["Ru", "S", "C", "N", "C", "C", "N", "C", "C", "C", "C", "C", "C", "C", "C", "S", "C", "C", "C", "C", "C", "C", "C", "H", "H", "H", "H", "H", "H", "H", "H", "H", "H", "H", "H", "H", "H", "H", "H", "H", "H", "O", "C", "O", "C", "C", "C", "C", "C", "N", "H", "H", "H", "H", "F", "C", "F", "F", "C", "O", "O", "Br", "C", "C", "C", "C", "C", "N", "H", "H", "H", "H"], "xyz": [[-0.65130, -1.52716, -1.59675], [-2.39470, -0.15853, -0.51853], [-1.61251, 0.16384, 0.93487], [-1.63049, 1.31900, 1.57239], [-0.95018, 1.45753, 2.86356], [-1.14983, 0.19570, 3.66212], [-0.67324, -0.94032, 2.87742], [0.08104, -1.97419, 3.60118], [1.39913, -1.41042, 4.06639], [2.31408, -0.95682, 3.11818], [3.52037, -0.41325, 3.52408], [3.82255, -0.32423, 4.87792], [2.91852, -0.78100, 5.82234], [1.70509, -1.32190, 5.41669], [-0.88528, -0.98372, 1.57701], [-0.41721, -2.25564, 0.59662], [-2.18349, 2.55670, 0.99974], [-1.10453, 3.60554, 0.91205], [-0.00418, 3.37514, 0.09160], [1.02078, 4.30193, 0.02418], [0.94615, 5.47339, 0.76824], [-0.15161, 5.71155, 1.57807], [-1.17401, 4.77463, 1.65494], [-1.37231, 2.32109, 3.37484], [0.11284, 1.64818, 2.69010], [-2.20126, 0.04385, 3.92208], [-0.56166, 0.23363, 4.57737], [0.23153, -2.81291, 2.92429], [-0.53484, -2.31644, 4.43473], [2.08546, -1.03704, 2.06023], [4.22994, -0.06692, 2.78531], [4.76638, 0.09796, 5.19360], [3.15437, -0.71766, 6.87563], [0.99887, -1.68089, 6.15578], [-3.00869, 2.87787, 1.63780], [-2.58253, 2.30843, 0.01844], [0.05087, 2.46173, -0.48695], [1.87817, 4.11295, -0.60765], [1.74576, 6.19902, 0.71511], [-0.21276, 6.62389, 2.15496], [-2.03188, 4.96176, 2.28982], [2.95202, 0.21531, -1.82374], [1.76101, 0.04558, -1.85068], [1.13980, -0.83984, -1.09357], [0.81945, 0.89285, -2.65986], [1.25011, 1.95768, -3.42992], [0.29605, 2.72203, -4.07887], [-1.04238, 2.38593, -3.93860], [-1.38397, 1.29667, -3.15652], [-0.46591, 0.56708, -2.52868], [2.31093, 2.15429, -3.49933], [0.58762, 3.56419, -4.69151], [-1.81798, 2.94677, -4.43893], [-2.41908, 0.99994, -3.03548], [-4.15352, -0.69380, -3.38253], [-3.42343, -1.79650, -3.60180], [-4.14430, -2.65699, -4.30943], [-3.21490, -2.36519, -2.37539], [-2.08320, -1.44441, -4.32072], [-2.18598, -1.01297, -5.44089], [-1.00837, -1.68981, -3.66723], [2.69887, -3.34616, -0.85286], [1.40640, -3.96421, -2.06595], [1.82664, -4.94191, -2.95817], [0.88663, -5.60705, -3.71667], [-0.45364, -5.30310, -3.53668], [-0.78081, -4.27902, -2.68153], [0.12465, -3.57076, -1.97481], [2.87593, -5.18868, -3.01101], [1.19411, -6.37480, -4.41305], [-1.23417, -5.82679, -4.06770], [-1.81195, -3.99260, -2.53768]], "mulliken_spin": [0.879, 0.106, 0.003, 0.021, 0.000, 0.000, 0.008, -0.002, 0.001, 0.000, -0.001, 0.000, 0.000, 0.000, 0.007, -0.053, -0.003, -0.002, 0.007, -0.001, 0.001, -0.001, 0.002, 0.000, 0.001, 0.000, 0.000, 0.001, 0.000, 0.001, 0.000, 0.000, 0.000, 0.000, -0.002, 0.001, -0.006, 0.000, 0.000, 0.000, 0.000, -0.004, 0.000, -0.018, 0.016, 0.003, -0.002, 0.003, -0.009, 0.043, 0.000, 0.000, 0.000, 0.001, 0.000, 0.001, 0.000, 0.001, 0.004, 0.001, 0.003, 0.001, 0.009, -0.003, 0.004, 0.000, 0.013, -0.017, 0.000, 0.000, 0.000, -0.019]}

=====

{"formula": "C31H26Cl2N7O5Pt", "method": "wB97M-V/def2-TZVPD", "e_lumo_ev": [-4.09, -7.04], "charge": 1, "e_above_lowest_kj_mol": 287.7, "multiplicity": 5, "s_squared": 6.0566, "gap_ha": [0.14726, 0.15588], "total_energy_ev": -81517.17543, "symbols": ["Pt", "Cl", "C", "C", "C", "N", "C", "O", "C", "C", "C", "C", "C", "N", "C", "C", "C", "Cl", "N", "C", "O", "C", "C", "C", "C", "C", "N", "H", "H", "H", "H", "H", "H", "H", "H", "H", "H", "C", "C", "C", "N", "C", "C", "H", "H", "H", "H", "H", "C", "C", "C", "C", "C", "C", "O", "N", "C", "O", "N", "C", "O", "H", "H", "H", "H", "H", "H", "H", "H", "H", "H", "H"], "xyz": [[-1.40835, -1.73249, 1.13569], [-1.02005, -7.37064, -3.00115], [-1.03323, -6.14441, -1.67056], [-1.46047, -4.79281, -1.81456], [-1.35363, -3.97272, -0.69089], [-1.81497, -2.71030, -0.59047], [-2.86974, -2.25960, -1.38127], [-3.38260, -2.71317, -2.41919], [-3.32218, -0.97061, -0.84183], [-4.41097, -0.32063, -1.41171], [-4.79614, 0.90281, -0.88806], [-4.03642, 1.50218, 0.16663], [-3.05229, 0.73867, 0.72132], [-2.67066, -0.46587, 0.21038], [-0.65477, -4.42927, 0.54368], [-0.19759, -5.72648, 0.63636], [-0.63452, -6.62230, -0.41876], [-0.80329, -8.27796, -0.06846], [-0.71540, -3.54061, 1.58662], [-0.21707, -3.73310, 2.94072], [0.13965, -4.78916, 3.45336], [-0.27824, -2.42742, 3.65921], [-0.02211, -2.26770, 4.98549], [-0.14272, -0.99773, 5.53872], [-0.28043, 0.14049, 4.74803], [-0.50915, -0.11136, 3.42147], [-0.64159, -1.37057, 2.91898], [-2.02602, -4.41523, -2.66358], [-4.92665, -0.70334, -2.26431], [-5.71470, 1.37797, -1.26920], [-4.05713, 2.55912, 0.46344], [-2.35731, 1.15433, 1.38123], [0.36514, -6.09890, 1.43688], [0.30133, -3.14300, 5.57964], [-0.05964, -0.88429, 6.61469], [-0.29856, 1.12718, 5.11370], [-0.66625, 0.65639, 2.68702], [3.98256, -2.66842, -1.66316], [4.81686, -2.50415, -0.58818], [4.91498, -1.22655, -0.03153], [4.35484, -0.19468, -0.53574], [3.67304, -0.32028, -1.70132], [3.34346, -1.57118, -2.21906], [3.96319, -3.69245, -2.07390], [5.33460, -3.37998, -0.25861], [5.45790, -0.97528, 0.87715], [3.26489, 0.64228, -2.07709], [2.81005, -1.57144, -3.15851], [-1.65987, 5.26973, -1.95186], [-0.55927, 5.49698, -0.90159], [0.59734, 4.47238, -0.74225], [1.50856, 4.73330, 0.46352], [2.75668, 3.81422, 0.38033], [1.45111, 4.38389, -1.97308], [2.20751, 5.28646, -2.27090], [1.25985, 3.28707, -2.76806], [0.74574, 2.04055, -2.42880], [0.96851, 1.06046, -3.09735], [0.02180, 2.04661, -1.21380], [-0.10323, 3.09224, -0.45050], [-0.82557, 3.02945, 0.59213], [-2.40519, 6.09380, -1.97337], [-2.26494, 4.35321, -1.89367], [-1.19877, 5.25390, -2.96799], [-1.13759, 5.56295, 0.04698], [-0.06587, 6.53707, -1.13338], [0.94154, 4.63246, 1.40569], [1.81832, 5.75519, 0.43537], [2.51810, 2.80287, 0.02160], [3.34121, 3.72236, 1.34470], [3.48644, 4.25035, -0.35513], [1.70995, 3.31718, -3.68791]], "mulliken_spin": [0.218, 0.008, 0.062, 0.137, 0.175, 0.235, -0.044, 0.105, 0.021, -0.003, 0.011, -0.002, 0.021, -0.027, 0.016, 0.252, 0.230, 0.087, 0.489, 0.074, 0.354, 0.182, 0.007, 0.091, 0.090, 0.015, 0.177, 0.006, 0.000, 0.000, 0.000, -0.005, 0.003, 0.007, 0.007, 0.006, -0.001, 0.000, 0.000, 0.000, 0.000, -0.001, 0.001, 0.000, 0.000, 0.000, 0.000, 0.000, -0.001, 0.001, 0.079, -0.011, 0.005, -0.001, 0.023, 0.005, -0.012, 0.028, 0.165, -0.040, 0.747, -0.001, 0.001, 0.000, 0.000, 0.008, 0.001, 0.004, -0.004, -0.001, 0.000, 0.000]}

=====

{"formula": "C31H26CuNP2S3", "method": "wB97M-V/def2-TZVPD", "e_lumo_ev": [2.55, 2.31], "charge": -1, "e_above_lowest_kj_mol": 3.9, "multiplicity": 2, "s_squared": 0.7569, "gap_ha": [0.23854, 0.24302], "total_energy_ev": -129785.88117, "symbols": ["Cu", "C", "P", "C", "C", "C", "C", "C", "C", "C", "C", "C", "C", "C", "C", "C", "C", "C", "C", "C", "P", "C", "C", "C", "C", "C", "C", "C", "C", "C", "C", "C", "C", "N", "H", "H", "H", "H", "H", "H", "H", "H", "H", "H", "H", "H", "H", "H", "H", "H", "H", "H", "H", "H", "H", "H", "H", "H", "H", "H", "S", "C", "S", "S"], "xyz": [[1.09285, 0.13419, 0.55556], [0.11162, -2.53611, 2.05372], [0.42979, -2.22023, 0.25769], [-1.18888, -2.53185, -0.53442], [-2.38718, -2.18914, 0.09336], [-3.59504, -2.32728, -0.57825], [-3.62602, -2.80014, -1.88166], [-2.43662, -3.13114, -2.51799], [-1.22987, -2.99287, -1.85117], [1.42682, -3.66029, -0.23281], [0.93951, -4.96601, -0.21334], [1.76923, -6.02556, -0.54258], [3.09520, -5.78823, -0.89020], [3.58550, -4.49175, -0.90961], [2.75383, -3.42620, -0.58480], [-0.52604, -1.30147, 2.62190], [-1.48465, -1.10529, 3.60058], [-1.77404, 0.28788, 3.60392], [-0.96807, 0.85522, 2.63406], [-0.78305, 2.28052, 2.19004], [-0.00116, 2.24114, 0.52286], [1.05586, 3.72262, 0.44488], [2.40886, 3.54893, 0.72955], [3.26738, 4.63913, 0.71466], [2.78414, 5.90205, 0.40476], [1.43731, 6.07956, 0.11321], [0.57559, 4.99315, 0.13439], [-1.28972, 2.58826, -0.72146], [-0.91966, 2.34369, -2.04514], [-1.81192, 2.57576, -3.07911], [-3.09137, 3.03994, -2.80286], [-3.47438, 3.26654, -1.48963], [-2.57630, 3.04152, -0.45370], [-0.21810, -0.11307, 2.04068], [1.09895, -2.73231, 2.48484], [-0.50680, -3.42619, 2.19405], [-2.37837, -1.80052, 1.10535], [-4.51616, -2.05716, -0.07648], [-4.57007, -2.90399, -2.40211], [-2.44712, -3.49501, -3.53807], [-0.30568, -3.24866, -2.35741], [-0.09497, -5.15222, 0.05294], [1.38258, -7.03744, -0.52732], [3.74368, -6.61775, -1.14411], [4.61651, -4.29735, -1.17571], [3.13984, -2.41456, -0.59751], [-1.93491, -1.86606, 4.22134], [-2.47580, 0.80584, 4.24118], [-0.09585, 2.82987, 2.84130], [-1.72184, 2.83527, 2.18814], [2.78878, 2.55944, 0.96593], [4.31731, 4.49163, 0.93189], [3.45766, 6.75004, 0.38381], [1.05887, 7.06376, -0.13437], [-0.47238, 5.13238, -0.10453], [0.07200, 1.96004, -2.25917], [-1.51161, 2.38013, -4.10061], [-3.79238, 3.21379, -3.60966], [-4.47482, 3.61618, -1.26759], [-2.89324, 3.21120, 0.56632], [5.45445, -0.05052, -0.52304], [3.86354, 0.07245, -0.07322], [2.59537, 0.46760, -1.19869], [3.25099, -0.22334, 1.52538]], "mulliken_spin": [0.420, -0.001, 0.022, -0.003, 0.004, -0.002, 0.003, -0.001, 0.005, 0.009, -0.001, 0.000, 0.000, 0.000, -0.004, 0.004, 0.004, 0.002, -0.002, 0.010, 0.070, 0.004, 0.006, 0.001, 0.001, 0.000, -0.005, -0.006, 0.003, -0.002, 0.003, -0.002, 0.005, 0.071, -0.001, 0.002, 0.001, 0.000, 0.000, 0.000, 0.001, 0.000, 0.000, 0.000, 0.000, 0.000, 0.001, 0.000, 0.000, 0.002, -0.003, 0.000, 0.000, 0.000, 0.000, 0.003, 0.000, 0.000, 0.000, 0.000, 0.016, -0.034, 0.270, 0.122]}